C19H52N2O13S2 | ωB97M-V/def2-TZVPD

```
88
Properties=species:S:1:pos:R:3
C 1.53 -3.35 -0.57
C 1.42 -1.95 -0.60
C 2.58 -1.13 -0.11
C 2.89 0.18 -0.85
C 3.43 -0.10 -2.27
S 5.17 -0.64 -2.02
O 3.47 1.08 -3.09
S 2.01 1.65 -3.48
O 1.52 1.16 -4.72
O 2.09 3.06 -3.41
C 0.94 1.04 -2.14
N -0.33 1.72 -2.14
C -1.37 0.73 -1.83
C -2.75 1.35 -1.63
C 1.76 1.22 -0.85
N 0.93 1.20 0.38
C 0.95 2.29 0.91
O 1.00 3.29 1.53
H 2.06 -3.91 -1.33
H 1.12 -3.89 0.28
H 0.47 -1.53 -0.94
H 2.38 -0.92 0.94
H 3.46 -1.80 -0.12
H 3.73 0.64 -0.32
H 2.93 -0.94 -2.74
H 5.86 -0.15 -3.07
H 0.77 -0.01 -2.38
H -0.51 2.20 -3.01
H -1.07 0.21 -0.93
H -1.44 -0.01 -2.64
H -3.47 0.58 -1.36
H -2.76 2.07 -0.81
H -3.16 1.82 -2.52
H 2.23 2.20 -0.95
C -1.14 2.43 3.99
O -0.72 1.18 4.53
H -2.22 2.49 4.05
H -0.70 3.25 4.56
H -0.83 2.50 2.95
H 0.23 1.14 4.48
C 0.52 -7.28 1.19
O 1.12 -6.30 0.33
H -0.45 -6.92 1.49
H 0.41 -8.23 0.65
H 1.14 -7.44 2.08
H 1.99 -6.64 0.08
C 7.43 -1.58 1.38
O 6.18 -2.14 0.97
H 7.37 -0.50 1.27
H 7.62 -1.83 2.43
H 8.24 -1.97 0.76
H 6.24 -3.09 1.07
C 0.31 6.02 6.65
O -0.59 5.25 7.45
H 0.64 6.87 7.22
H 1.17 5.41 6.37
H -0.20 6.36 5.74
H -0.88 4.50 6.93
C -4.67 -0.68 -4.27
O -3.40 -1.08 -3.74
H -5.32 -0.43 -3.44
H -4.55 0.18 -4.92
H -5.11 -1.51 -4.83
H -2.84 -1.30 -4.49
C 0.84 9.94 5.50
O 0.31 9.59 6.78
H 1.62 9.23 5.25
H 0.06 9.90 4.74
H 1.27 10.95 5.53
H -0.38 10.23 6.99
C -3.99 -1.67 1.07
O -3.23 -0.47 1.04
H -5.02 -1.42 1.30
H -3.94 -2.18 0.11
H -3.61 -2.34 1.86
H -2.32 -0.71 0.84
C -3.58 1.33 -7.52
O -4.79 1.20 -6.78
H -2.75 1.39 -6.82
H -3.43 0.45 -8.17
H -3.60 2.23 -8.13
H -5.51 1.14 -7.42
C -2.43 -9.37 -0.40
O -2.01 -9.78 0.90
H -1.54 -9.28 -1.03
H -3.11 -10.10 -0.84
H -2.92 -8.39 -0.35
H -2.80 -9.85 1.44
```

Orbital gap = 7.1139 eV
Molecular weight = 580.76 g/mol
SMILES string = C=CC[C@@H]1[C@H](N=C=O)[C@@H](NCC)S(=O)(=O)O[C@H]1S.CO.CO.CO.CO.CO.CO.CO.CO.CO
Calculated total energy = -2638.7730 hartree

C45H90O21 | ωB97M-V/def2-TZVPD

```
156
Properties=species:S:1:pos:R:3
C -0.94 -1.38 0.84
O -0.29 -0.12 0.70
C 0.22 0.23 -0.56
O 0.29 -0.43 -1.58
O 0.57 1.60 -0.48
C 0.99 2.30 -1.62
H -1.99 -1.27 1.10
H -0.41 -1.97 1.59
H -0.88 -1.96 -0.08
H 0.93 3.35 -1.35
H 0.27 2.07 -2.41
H 2.03 2.07 -1.85
C -6.76 -5.19 5.13
O -5.71 -4.56 4.42
C -4.58 -4.55 5.05
O -4.37 -5.00 6.14
O -3.74 -4.02 4.19
C -2.40 -3.79 4.60
H -7.57 -5.45 4.45
H -7.14 -4.46 5.84
H -6.47 -6.08 5.70
H -2.02 -4.72 5.02
H -2.38 -3.08 5.43
H -1.94 -3.42 3.69
C 1.91 5.93 -4.13
O 0.94 5.07 -3.60
C -0.17 5.62 -2.99
O -0.42 6.79 -2.84
O -0.96 4.63 -2.74
C -2.31 4.95 -2.19
H 2.25 6.51 -3.27
H 1.39 6.49 -4.91
H 2.78 5.35 -4.44
H -2.41 4.60 -1.16
H -3.10 4.63 -2.87
H -2.41 6.02 -2.00
C -6.08 -1.24 0.85
C -5.18 -2.52 0.70
O -3.97 -2.45 0.45
C -5.79 -3.91 0.84
H -6.38 -1.14 1.89
H -6.97 -1.35 0.23
H -5.41 -0.41 0.61
H -6.71 -4.01 0.26
H -5.98 -4.04 1.90
H -5.17 -4.75 0.52
C -2.15 -3.44 -2.97
C -3.28 -4.18 -3.64
O -3.39 -4.28 -4.84
C -4.25 -4.98 -2.72
H -2.55 -2.86 -2.14
H -1.59 -2.74 -3.59
H -1.55 -4.27 -2.59
H -4.07 -4.81 -1.66
H -4.10 -6.04 -2.93
H -5.30 -4.81 -2.99
C 5.42 -4.24 0.83
C 4.01 -4.03 0.39
O 3.49 -4.88 -0.34
C 3.33 -2.78 0.97
H 6.10 -3.71 0.16
H 5.71 -5.29 0.93
H 5.68 -3.56 1.64
H 3.49 -2.75 2.05
H 2.26 -2.62 0.81
H 3.93 -1.98 0.52
C 1.26 -4.18 5.47
C 1.13 -3.86 3.98
O 0.91 -2.77 3.53
C 1.10 -4.97 2.98
H 0.29 -4.15 5.97
H 1.90 -3.47 6.00
H 1.59 -5.21 5.57
H 2.14 -5.06 2.66
H 0.57 -4.61 2.10
H 0.73 -5.95 3.28
C 3.39 2.00 1.48
C 3.47 3.11 2.50
O 2.96 4.19 2.35
C 3.99 2.72 3.85
H 2.68 1.27 1.85
H 4.36 1.52 1.38
H 3.12 2.24 0.45
H 3.24 2.98 4.60
H 4.82 3.41 3.97
H 4.41 1.72 3.91
C 0.60 0.46 3.71
C 0.43 1.34 4.91
O -0.36 2.29 4.88
C 1.19 0.95 6.10
H 0.83 1.13 2.89
H -0.37 -0.02 3.57
H 1.41 -0.26 3.62
H 1.24 -0.11 6.32
H 0.73 1.26 7.04
H 2.20 1.35 6.03
C -4.62 -0.34 -3.27
C -4.20 0.99 -2.57
O -4.66 2.07 -2.87
C -3.24 0.88 -1.41
H -4.91 -1.08 -2.53
H -3.79 -0.71 -3.88
H -5.43 -0.14 -3.97
H -2.95 1.90 -1.20
H -2.30 0.44 -1.74
H -3.63 0.36 -0.53
C 5.67 2.19 -1.90
C 6.09 0.85 -1.39
O 5.45 0.22 -0.57
C 7.33 0.27 -2.00
H 6.43 2.92 -1.65
H 4.71 2.62 -1.60
H 5.54 2.09 -2.98
H 8.12 0.35 -1.25
H 7.50 0.70 -2.99
H 7.22 -0.80 -2.17
C 3.05 -2.12 -2.81
C 2.46 -2.24 -4.18
O 1.55 -3.03 -4.46
C 2.95 -1.26 -5.23
H 4.14 -2.17 -2.84
H 2.62 -2.98 -2.31
H 2.75 -1.26 -2.21
H 2.81 -0.22 -4.95
H 2.37 -1.35 -6.14
H 3.98 -1.43 -5.55
C 3.32 7.12 -0.43
C 4.05 5.82 -0.66
O 3.47 4.84 -1.12
C 5.51 5.63 -0.27
H 3.81 7.61 0.41
H 2.26 7.01 -0.20
H 3.45 7.73 -1.33
H 5.77 6.27 0.57
H 6.03 5.73 -1.23
H 5.54 4.63 0.16
C -4.25 4.08 1.89
C -3.79 2.69 1.63
O -4.64 1.83 1.42
C -2.34 2.29 1.74
H -5.33 4.22 1.97
H -3.83 4.75 1.14
H -3.82 4.38 2.85
H -2.22 1.21 1.67
H -1.82 2.74 2.59
H -1.86 2.61 0.81
C -1.29 -0.49 -4.80
C -0.90 0.81 -5.41
O 0.18 1.10 -5.91
C -2.04 1.87 -5.21
H -0.42 -1.16 -4.74
H -2.09 -1.08 -5.23
H -1.66 -0.39 -3.78
H -1.84 2.85 -5.64
H -2.00 2.08 -4.14
H -3.02 1.51 -5.53
```

Orbital gap (spin up / spin down) = 1.3846 / 9.4273 eV
Expectation value of S² = 0.750
Molecular weight = 967.19 g/mol
2S+1 = 2
Charge = -1
Calculated total energy = -3348.5451 hartree

C15H14BF2HoN5O2S4 | ωB97M-V/def2-TZVPD

```
44
Properties=species:S:1:pos:R:3
Ho 0.00 -0.22 -1.50
S -2.89 -3.67 -3.65
C -1.28 -4.17 -3.36
C -0.56 -3.14 -2.86
N -1.26 -1.96 -2.71
C -2.50 -2.11 -3.08
H -0.96 -5.17 -3.58
H 0.49 -3.20 -2.61
H -3.24 -1.33 -3.05
N 1.80 -0.69 5.97
C 1.08 -0.59 4.82
C 0.19 0.48 4.63
C -0.52 0.60 3.46
C -0.35 -0.35 2.45
C 0.52 -1.42 2.62
C 1.22 -1.55 3.80
S -1.22 -0.18 0.95
O -2.63 -0.10 1.11
O -0.78 -1.31 0.06
N -0.75 1.19 0.18
C 0.58 1.48 0.23
S 1.17 3.11 0.04
C 2.79 2.50 0.12
C 2.78 1.15 0.25
N 1.53 0.57 0.31
H 1.65 -0.05 6.72
H 2.38 -1.49 6.13
H 0.05 1.21 5.42
H -1.23 1.41 3.32
H 0.63 -2.15 1.83
H 1.89 -2.39 3.94
H 3.63 3.16 0.04
H 3.65 0.52 0.32
S -1.19 3.76 -4.16
C -2.47 3.42 -3.08
C -2.26 2.24 -2.47
N -1.10 1.60 -2.84
C -0.44 2.31 -3.72
H -3.31 4.10 -2.97
H -2.91 1.79 -1.73
H 0.50 2.00 -4.16
F 1.72 0.67 -2.47
B 1.75 -0.67 -3.00
F 1.84 -1.36 -1.74
```

Orbital gap (spin up / spin down) = 8.0854 / 8.2099 eV
Expectation value of S² = 6.004
Molecular weight = 638.32 g/mol
2S+1 = 5
Charge = +1
Calculated total energy = -3769.5619 hartree

C5H12ClP | ωB97M-V/def2-TZVPD

```
19
Properties=species:S:1:pos:R:3
C 0.94 1.51 0.70
C 0.19 -1.62 0.49
C -0.19 -0.23 -1.60
C -0.40 0.94 0.75
C -0.56 -0.37 -0.13
P -2.53 -0.88 0.32
Cl -3.51 0.89 0.23
H 1.56 0.95 1.31
H 1.37 1.54 -0.33
H 0.84 2.48 1.05
H 1.26 -1.59 0.40
H -0.14 -2.53 -0.05
H -0.28 -1.74 1.44
H -0.75 0.61 -2.15
H 0.85 0.03 -1.70
H -0.29 -1.21 -2.08
H -1.06 1.71 0.49
H -0.58 0.48 1.73
H -2.94 -1.31 -1.09
```

Orbital gap = 9.8718 eV
Relative energy (zero: lowest compared OMol25 entry of this formula, charge and spin) = 168.5 kJ/mol
Molecular weight = 138.58 g/mol
SMILES string = CCC(C)(C)PCl
Calculated total energy = -999.2193 hartree

C34H39As2F6FeN2 | ωB97M-V/def2-TZVPD

```
84
Properties=species:S:1:pos:R:3
Fe -0.05 1.00 0.05
C -1.00 -3.17 1.46
C 0.34 -2.57 1.87
C 0.30 -1.70 3.09
C 0.82 -2.18 4.29
C 0.76 -1.43 5.45
C 0.17 -0.18 5.42
C -0.35 0.35 4.24
C -0.90 1.75 4.27
C -2.20 1.87 5.07
C -0.27 -0.42 3.07
N -0.80 0.12 1.85
C -2.09 0.20 1.84
C -2.77 0.84 0.78
C -4.12 1.13 0.56
C -4.16 1.92 -0.59
C -2.83 2.09 -1.00
N -1.99 1.43 -0.18
H -0.89 -3.77 0.56
H -1.73 -2.39 1.25
H -1.41 -3.80 2.25
H 0.72 -1.97 1.05
H 1.05 -3.38 2.04
H 1.26 -3.17 4.30
H 1.16 -1.82 6.37
H 0.13 0.42 6.32
H -1.05 2.13 3.26
H -0.15 2.40 4.72
H -3.01 1.30 4.60
H -2.52 2.91 5.13
H -2.08 1.49 6.09
H -2.66 -0.21 2.67
H -4.95 0.80 1.16
H -5.03 2.34 -1.07
H -2.48 2.64 -1.85
C -0.26 1.71 -3.94
As 0.36 2.16 -2.14
C -0.11 4.05 -2.15
C 2.28 2.12 -2.44
C 2.94 3.05 -3.21
C 4.33 3.03 -3.30
C 5.05 2.07 -2.60
C 4.38 1.12 -1.85
C 2.99 1.12 -1.77
As 1.97 -0.22 -0.79
C 3.40 -1.33 -0.05
C 1.54 -1.40 -2.28
H 0.14 2.45 -4.63
H -1.35 1.73 -3.99
H 0.10 0.73 -4.24
H 0.67 4.63 -2.63
H -0.22 4.39 -1.12
H -1.04 4.18 -2.69
H 2.39 3.82 -3.75
H 4.85 3.77 -3.90
H 6.13 2.06 -2.65
H 4.96 0.38 -1.31
H 2.97 -2.27 0.28
H 3.89 -0.84 0.79
H 4.12 -1.54 -0.84
H 2.43 -1.56 -2.88
H 0.75 -0.97 -2.90
H 1.17 -2.36 -1.90
F -2.16 -6.77 -2.53
C -2.12 -5.43 -2.57
C -2.78 -4.71 -1.59
C -2.73 -3.33 -1.63
C -2.02 -2.64 -2.65
C -1.98 -1.25 -2.69
C -1.38 -3.43 -3.64
C -1.41 -4.81 -3.59
H -3.33 -5.23 -0.82
H -3.25 -2.75 -0.88
H -2.46 -0.65 -1.92
H -1.55 -0.73 -3.54
H -0.84 -2.94 -4.43
H -0.92 -5.42 -4.34
F 1.60 3.34 0.08
C 1.04 2.39 0.96
F 0.19 3.15 1.76
C 2.22 2.12 1.90
F 3.20 1.42 1.28
F 1.86 1.42 2.98
F 2.79 3.25 2.34
```

Orbital gap (spin up / spin down) = 7.7428 / 7.1595 eV
Expectation value of S² = 0.791
Relative energy (zero: lowest compared OMol25 entry of this formula, charge and spin) = 0.0 kJ/mol
Molecular weight = 795.38 g/mol
2S+1 = 2
Calculated total energy = -7762.8940 hartree

C3H30NO12S | ωB97M-V/def2-TZVPD

```
47
Properties=species:S:1:pos:R:3
C 0.48 0.82 -0.12
O 0.00 1.07 1.18
C 0.74 -0.66 -0.38
C 1.70 -0.77 -1.62
S 1.96 -2.49 -2.24
N -0.53 -1.28 -0.71
H -0.20 1.23 -0.90
H 1.49 1.36 -0.11
H 1.25 -1.12 0.52
H 2.73 -0.43 -1.40
H 1.47 -0.09 -2.50
H 0.96 -2.36 -3.15
H -1.17 -1.31 0.10
H -0.39 -2.22 -1.03
H -1.44 -0.71 -4.33
H -0.66 -0.56 -2.99
O -1.05 -0.07 -3.72
H -2.63 0.79 1.80
H -2.95 2.22 1.34
O -3.35 1.34 1.51
H 2.18 -0.72 4.39
H 1.71 0.41 3.43
O 1.42 -0.17 4.17
H -0.46 -0.99 3.19
H -0.69 -0.14 1.85
O -1.05 -0.89 2.43
H -2.61 -2.17 1.94
H -2.31 -3.12 3.01
O -2.93 -3.03 2.28
H 3.31 0.47 1.04
H 3.59 -0.98 1.28
O 4.03 -0.19 0.94
H -2.94 -3.79 0.75
H -2.01 -3.41 -0.45
O -2.61 -4.09 -0.12
H -1.46 3.60 0.16
H -1.00 2.44 1.11
O -1.59 3.26 1.05
H 1.39 1.47 1.93
H 2.76 2.32 2.62
O 2.35 1.53 2.28
H 2.19 2.02 -3.11
H 1.12 1.30 -3.75
O 1.97 1.71 -4.00
H -1.65 2.04 -3.43
H -1.26 3.37 -2.82
O -1.88 2.98 -3.45
```

Orbital gap = 8.8862 eV
Relative energy (zero: lowest compared OMol25 entry of this formula, charge and spin) = 0.0 kJ/mol
Molecular weight = 304.34 g/mol
Charge = -1
Calculated total energy = -1488.2034 hartree

C19H31O9Tl | ωB97M-V/def2-TZVPD

```
60
Properties=species:S:1:pos:R:3
Tl 0.01 0.48 0.48
C 1.66 -4.40 0.88
C 0.87 -3.64 -0.22
C -0.06 -4.51 -1.07
O 0.13 -2.50 0.28
H 1.07 -5.02 1.56
H 2.20 -3.58 1.35
H 2.55 -4.94 0.56
H 1.63 -3.18 -0.85
H -0.80 -4.89 -0.37
H 0.55 -5.33 -1.44
H -0.71 -4.02 -1.80
O -2.71 1.63 0.75
C -3.88 1.63 0.48
O -4.40 1.37 -0.78
C -5.83 1.54 -0.76
C -6.16 2.24 0.50
C -5.08 1.77 1.40
H -6.45 0.66 -0.85
H -6.10 2.24 -1.56
H -7.17 2.02 0.85
H -6.08 3.29 0.23
H -5.32 0.81 1.86
H -4.89 2.47 2.22
O 2.38 2.24 0.61
C 2.97 3.17 0.08
O 4.09 2.92 -0.48
C 4.66 4.06 -0.94
C 4.13 5.13 -0.02
C 2.75 4.63 0.13
H 4.61 4.28 -2.01
H 5.75 4.11 -0.92
H 4.13 6.13 -0.46
H 4.72 4.98 0.89
H 2.11 4.78 -0.74
H 2.21 4.92 1.03
O 2.03 -0.10 2.54
C 3.14 -0.45 2.81
O 3.96 -0.69 1.86
C 5.16 -1.18 2.28
C 4.89 -1.56 3.71
C 3.90 -0.52 4.13
H 5.92 -0.41 2.19
H 5.54 -2.10 1.83
H 5.66 -1.63 4.49
H 4.44 -2.55 3.78
H 4.35 0.43 4.43
H 3.15 -0.97 4.78
O -1.85 -1.01 -1.26
C -2.75 -1.19 -2.06
O -3.64 -2.22 -2.10
C -3.99 -2.44 -3.47
C -4.10 -1.00 -4.00
C -2.94 -0.44 -3.37
H -4.96 -2.93 -3.41
H -3.32 -3.16 -3.95
H -4.99 -0.48 -3.63
H -3.90 -0.91 -5.07
H -3.19 0.62 -3.35
H -2.07 -0.60 -4.02
```

Orbital gap = 3.3373 eV
Molecular weight = 607.83 g/mol
Charge = +2
Calculated total energy = -1591.4351 hartree